{
  "formula": "C50H55InOP5",
  "method": "the ωB97M-V functional and the def2-TZVPD basis",
  "total_charge": 3,
  "gap_ev": 6.48,
  "spin_multiplicity": 1,
  "symbols": ["C", "C", "H", "H", "C", "P", "H", "C", "H", "H", "C", "In", "C", "C", "H", "H", "H", "H", "H", "H", "H", "C", "H", "C", "C", "C", "H", "C", "H", "C", "C", "C", "H", "P", "C", "H", "C", "C", "C", "C", "C", "C", "H", "C", "H", "C", "H", "H", "H", "C", "C", "C", "P", "H", "C", "C", "C", "H", "H", "H", "H", "H", "H", "C", "H", "H", "H", "C", "H", "H", "C", "H", "C", "H", "H", "H", "C", "C", "H", "H", "C", "O", "C", "C", "C", "P", "H", "H", "H", "H", "C", "C", "H", "H", "H", "C", "C", "H", "C", "C", "H", "H", "H", "C", "H", "P", "H", "C", "C", "H", "C", "H"],
  "coordinates": [[2.2805, -3.3604, 3.0834], [1.4351, -3.2538, -3.2245], [1.8889, -0.9629, 0.7258], [4.2056, 2.8177, 0.3179], [-3.0045, -3.0606, 2.7907], [2.6857, 1.4217, -0.9073], [3.2269, 1.8510, 1.4405], [-5.1879, -0.9212, -3.1021], [-2.4297, 4.2917, -2.7931], [-2.6969, -3.2101, -3.0049], [-1.3677, 0.6892, 3.4303], [-0.1297, 0.6941, -0.4608], [-0.1601, -2.8627, -1.4690], [2.7473, 2.7161, 4.5812], [-5.2430, 0.9112, -1.9935], [1.5325, 0.1742, -4.3393], [-0.1772, 3.4897, -3.6040], [-1.4823, 2.9601, -4.6647], [-2.6115, 4.1088, 1.0559], [-0.2415, -4.3601, 0.0721], [-0.7724, 2.2455, 4.7955], [-1.8297, 0.2594, -4.4719], [-3.6896, 3.0338, 0.1590], [3.0087, 2.6236, -2.2586], [-2.1032, 3.2601, -2.6191], [0.7108, 3.2029, 2.7706], [1.2919, -3.4186, 4.9803], [-3.5430, -0.2958, 3.8064], [2.2124, 3.3645, -2.2989], [4.0734, 0.2511, -1.0609], [-3.4753, -0.2265, -1.5787], [-1.0636, 2.8530, -3.6594], [0.1044, 4.6832, 0.1664], [-0.5447, 1.0859, -3.4456], [2.4551, -2.6703, 1.8925], [2.7638, 4.8372, 4.8816], [1.3245, 4.2635, 3.4100], [4.8142, -0.1232, 0.0584], [0.8908, -1.0033, 2.6408], [6.3468, -1.3214, -1.3510], [-2.6928, 1.4255, 5.2767], [0.2251, -4.0514, -0.8513], [-4.5906, 0.4617, 5.4981], [3.2035, 2.4409, 0.5262], [-3.9541, -4.9177, 3.2154], [1.7867, -4.4588, -2.6280], [-3.3449, 4.6588, -0.4620], [-4.3395, -0.9686, 3.5254], [-2.6793, -4.3883, -0.8267], [-3.4943, -4.3111, 2.4512], [-3.6878, 0.5301, 4.9133], [5.9552, -0.8901, -0.0934], [-1.3866, -1.7619, -0.7201], [-6.1498, -0.7605, -3.5608], [2.1472, 1.6470, 3.9367], [-3.4156, -4.7761, 1.1474], [1.7514, -1.5020, 1.6648], [-0.7982, 5.4841, -1.1329], [-2.9744, 2.6028, -2.6997], [3.9509, 3.1306, -2.0524], [-1.6560, -0.8155, -4.5039], [-1.7902, 0.6594, -5.4865], [3.5313, 2.5271, 5.2953], [-4.4655, -2.0679, -3.3967], [3.0881, 2.1320, -3.2223], [1.8899, -2.9582, -4.1585], [1.4856, -5.7772, -0.9665], [1.4115, -2.8793, 4.0512], [-3.0805, 0.4709, -0.8397], [-4.8468, -2.7871, -4.1063], [0.7180, -1.6995, 3.8356], [2.5177, 3.2760, 0.6651], [-2.9233, 3.7997, 0.0600], [0.5197, 0.8804, -5.6125], [-0.1068, 3.3639, 2.0679], [6.5421, -1.1398, 0.7765], [1.1964, -4.8471, -1.4351], [0.8884, 1.0136, -4.5977], [1.0049, 5.2769, 3.2136], [-2.8182, 2.0409, 6.1535], [-2.4533, -2.2573, 1.8024], [-2.0220, -0.9614, 1.9651], [-4.6855, 0.0114, -2.2046], [-0.3022, 4.5597, -0.8355], [2.3282, 4.0146, 4.3377], [0.0773, 0.5933, 2.3352], [3.8619, 0.0403, -3.1899], [-3.0519, -2.7203, 3.8133], [4.5216, 0.1932, 1.0475], [0.0564, -1.3059, 4.5947], [-2.2695, -2.7673, 0.5188], [1.1127, 1.8950, 3.0427], [2.8235, -4.2752, 3.2591], [1.4578, 1.9383, -4.5515], [2.4732, 0.6366, 4.1381], [4.4470, -0.2152, -2.3187], [0.4826, -2.4458, -2.6344], [-2.8191, 0.4351, -4.0528], [-1.5384, 1.5366, 4.5193], [-2.3626, -0.2300, 3.0858], [0.5199, 4.3500, -1.5180], [-3.8266, -5.7375, 0.8878], [5.8832, -1.3196, -3.4419], [-2.7652, -1.3959, -1.8455], [3.1525, -3.0282, 1.1495], [-1.4883, 3.1666, -0.8801], [7.2436, -1.9103, -1.4664], [-3.2520, -2.3107, -2.7747], [-2.7808, -4.0174, 0.1820], [0.2032, -1.4984, -3.0859], [5.5850, -0.9873, -2.4605], [2.5284, -5.0907, -3.0921]],
  "atomic_forces_ev_per_a": [[-0.006, 0.021, -0.061], [0.040, 0.009, -0.060], [0.075, -0.114, 0.079], [-0.007, -0.016, -0.018], [0.096, 0.210, 0.090], [0.170, 0.373, 0.368], [-0.065, 0.104, -0.007], [0.010, 0.007, 0.038], [-0.057, -0.128, 0.105], [0.043, -0.069, -0.008], [-0.119, -0.415, -0.681], [-0.070, 0.236, 0.085], [-0.065, 0.172, 0.179], [0.086, 0.048, 0.092], [-0.096, 0.075, 0.057], [0.099, -0.025, -0.091], [-0.017, -0.010, -0.016], [0.098, 0.027, 0.063], [0.004, -0.013, 0.066], [0.014, -0.043, 0.053], [0.052, 0.038, 0.007], [0.126, -0.055, 0.313], [-0.053, -0.041, 0.004], [-0.312, -0.266, 0.028], [0.082, -0.235, 0.157], [0.023, -0.148, -0.099], [-0.047, 0.004, 0.030], [-0.025, -0.115, -0.274], [-0.006, 0.035, -0.041], [-0.501, -0.087, 0.002], [0.161, -0.129, 0.139], [0.129, -0.258, 0.231], [0.032, 0.018, 0.041], [-0.107, 0.283, -0.647], [0.111, -0.057, -0.049], [0.147, 0.081, 0.016], [-0.109, 0.068, 0.002], [-0.102, 0.083, 0.002], [-0.118, 0.258, -0.143], [-0.046, 0.068, 0.012], [-0.048, 0.059, 0.053], [-0.157, 0.095, 0.017], [-0.123, 0.028, 0.067], [-0.202, -0.242, -0.110], [-0.012, -0.087, 0.072], [0.030, 0.035, 0.033], [0.062, 0.021, -0.043], [-0.009, 0.008, -0.010], [0.012, -0.101, -0.066], [0.084, 0.091, -0.067], [0.154, 0.025, -0.074], [0.008, -0.090, 0.056], [-0.101, 0.149, -0.317], [-0.098, 0.057, -0.116], [-0.138, 0.002, -0.145], [-0.011, -0.086, -0.101], [-0.101, 0.224, -0.036], [-0.018, -0.015, -0.038], [-0.080, 0.118, 0.062], [0.027, -0.063, 0.076], [-0.017, 0.025, -0.034], [0.073, 0.041, 0.056], [0.137, 0.010, 0.117], [0.033, -0.079, -0.077], [-0.011, -0.018, -0.028], [0.084, 0.022, -0.045], [-0.008, -0.024, 0.021], [-0.007, -0.005, 0.031], [-0.163, 0.027, -0.024], [-0.076, -0.017, -0.050], [-0.043, 0.151, -0.043], [-0.003, -0.012, 0.013], [0.227, -0.352, 0.103], [0.031, 0.000, -0.053], [0.054, 0.097, 0.121], [0.069, -0.065, 0.075], [0.101, -0.017, -0.091], [-0.082, -0.146, 0.343], [-0.007, 0.070, 0.017], [-0.026, 0.082, 0.057], [0.018, -0.529, -0.336], [-0.510, -0.133, 0.294], [-0.024, 0.029, -0.008], [-0.038, -0.328, 0.095], [-0.049, 0.002, -0.054], [0.450, 0.083, 0.093], [0.003, 0.021, -0.150], [-0.062, -0.021, 0.015], [0.031, 0.060, 0.106], [-0.053, -0.016, 0.090], [0.405, 0.689, 0.254], [-0.168, -0.076, -0.262], [0.086, -0.099, 0.025], [0.028, -0.010, 0.001], [-0.014, -0.091, 0.055], [-0.066, 0.042, 0.039], [-0.203, 0.019, -0.037], [0.002, -0.052, -0.015], [0.049, -0.162, -0.043], [0.201, 0.486, 0.393], [0.013, 0.113, 0.007], [-0.050, -0.126, -0.025], [0.044, -0.055, -0.111], [0.287, 0.058, 0.008], [0.009, -0.089, -0.086], [0.016, 0.284, -0.230], [0.073, -0.043, -0.018], [0.097, 0.070, 0.115], [0.029, 0.115, 0.123], [0.032, -0.108, -0.082], [-0.003, -0.085, -0.093], [0.051, -0.059, -0.050]],
  "mulliken_charge": [-0.903, -0.756, -0.499, 0.621, -1.106, 1.747, 0.165, -0.803, 0.693, 0.518, 0.457, 0.760, 0.425, -0.726, 0.477, 0.091, 0.463, 0.616, 0.444, 0.546, 0.515, -1.382, 0.361, -1.095, -0.801, -0.363, 0.520, -0.616, 0.125, 0.743, -0.434, -1.338, 0.261, 1.179, -0.614, 0.459, -0.723, -0.471, 0.744, -0.641, -0.930, -0.773, 0.488, -1.372, 0.489, -0.842, 0.499, 0.752, 0.496, -1.000, -0.926, -0.804, 0.798, 0.452, -0.745, -1.041, 0.217, 0.497, 0.272, 0.567, 0.451, 0.650, 0.470, -0.816, 0.349, 0.564, 0.528, -0.890, 0.208, 0.501, -0.602, 0.388, -1.439, 0.563, 0.395, 0.495, -0.866, -1.279, 0.509, 0.495, -0.023, 0.657, -0.828, -1.036, -0.880, 1.764, 0.164, 0.713, 0.292, 0.576, 0.408, 0.825, 0.482, 0.524, 0.511, -0.524, -0.201, 0.281, -0.902, -0.680, 0.139, 0.502, 0.497, 1.379, 0.679, 1.060, 0.440, -0.578, 0.011, -0.391, -0.760, 0.469]
}

{
  "formula": "C7H6OS2",
  "method": "the ωB97M-V functional and the def2-TZVPD basis",
  "total_charge": 0,
  "gap_ev": 8.02,
  "spin_multiplicity": 1,
  "de_lowest_ev": 5.8379,
  "symbols": ["H", "S", "C", "H", "C", "H", "H", "C", "C", "C", "C", "H", "S", "H", "O", "C"],
  "coordinates": [[-1.3284, 1.0200, -1.5895], [2.0093, 1.8544, -0.8343], [-2.1600, 0.4769, -1.8063], [0.9256, -1.7147, 2.6717], [-0.2182, -1.4044, 1.0034], [-1.0570, -2.0764, 1.3309], [-2.2472, 0.4740, -2.9018], [1.9662, -0.3400, 1.4698], [-0.6165, -0.8256, -0.1014], [0.9437, -1.1627, 1.7453], [1.7152, 0.4463, 0.3694], [2.8513, -0.1702, 2.1585], [-1.7957, -1.1669, -1.2245], [-3.1261, 0.9984, -1.3110], [1.3420, 3.1351, -0.3891], [0.7959, 0.4557, -0.5911]],
  "atomic_forces_ev_per_a": [[2.276, 1.820, 0.722], [-2.642, 0.437, 1.587], [-4.190, 0.234, -0.225], [0.504, -0.191, 0.219], [-2.167, -0.963, 0.366], [1.286, 0.295, 0.410], [-0.300, -0.173, 0.391], [1.262, 0.431, 2.213], [3.775, 4.013, -2.588], [0.344, -1.255, 1.970], [-0.052, 2.023, -3.607], [-1.327, -0.426, -0.962], [-1.128, -0.608, -0.647], [2.250, -1.404, -1.120], [1.523, -1.610, -0.566], [-1.414, -2.623, 1.839]],
  "mulliken_charge": [0.104, 0.310, -0.512, 0.323, -0.437, 0.255, 0.301, -0.465, 0.339, -0.087, -0.006, 0.314, -0.067, 0.256, -0.531, -0.098]
}

{
  "formula": "C5H11NO2",
  "method": "the ωB97M-V functional and the def2-TZVPD basis",
  "total_charge": 0,
  "smiles": "CCCNCOC=O",
  "gap_ev": 10.54,
  "spin_multiplicity": 1,
  "de_lowest_ev": 2.9769,
  "symbols": ["O", "H", "H", "H", "H", "C", "C", "C", "H", "C", "H", "C", "N", "H", "H", "H", "O", "H", "H"],
  "coordinates": [[-2.8217, -0.0964, 0.4574], [-1.8118, 1.3970, 1.5142], [-2.5999, -0.1511, -1.8078], [0.9984, -1.9335, 0.1486], [1.5236, -0.0857, -1.7326], [0.7158, 1.0471, 0.1305], [1.9437, -1.3020, 0.2046], [-2.6172, -0.7276, -0.8097], [2.8731, -1.7992, -0.2308], [1.7450, 0.0797, -0.6281], [-0.9968, -0.2614, 1.6385], [-1.5533, 0.4407, 0.9344], [-0.7177, 0.8609, -0.2537], [1.0189, 2.1252, -0.1458], [-1.0675, 1.8184, -0.4525], [2.7741, 0.6058, -0.5770], [-2.5051, -1.9761, -0.9194], [0.9063, 0.9430, 1.2528], [2.1919, -0.9850, 1.2763]],
  "atomic_forces_ev_per_a": [[1.589, -0.432, -1.783], [0.108, -1.566, -0.446], [-0.259, -0.116, 2.026], [1.429, 0.614, 0.165], [-0.061, 0.215, 1.547], [1.394, 0.609, -0.808], [0.224, 1.336, -0.738], [0.278, -4.316, -0.811], [-1.480, 0.208, 0.653], [0.765, -0.093, 1.222], [-0.767, 0.556, -1.278], [0.088, 1.468, 0.102], [-0.087, 0.580, 1.839], [-0.498, -1.568, 0.467], [0.262, -1.060, -0.167], [-1.584, -0.710, -0.155], [-0.526, 4.874, 0.925], [-0.395, 0.095, -1.370], [-0.481, -0.693, -1.389]],
  "mulliken_charge": [-0.329, 0.317, 0.288, 0.244, 0.308, -0.585, -0.940, 0.283, 0.322, -0.438, 0.316, -0.368, -0.330, 0.321, 0.256, 0.279, -0.471, 0.271, 0.255]
}